Formula: C45H115LiN4O15
Source: OMol25
Level of theory: ωB97M-V/def2-TZVPD

Its total energy is -85395.552 eV.

```
180
Properties=species:S:1:pos:R:3:forces:R:3:mulliken_charge:R:1
Li -5.604130 5.662268 -0.500150 -0.22 -0.70 -0.67 0.844
C -2.751885 0.536768 0.271313 -1.25 -0.70 -0.30 -1.263
C -2.082742 1.837902 -0.083104 0.11 1.24 -0.16 0.587
C -1.507763 1.777269 -1.510936 0.38 0.48 0.14 -1.185
O -2.839911 2.996880 0.097788 -0.11 -0.83 -0.13 -0.914
H -3.539736 0.326709 -0.452067 -0.62 0.21 0.02 0.262
H -3.175888 0.591440 1.273969 -0.13 0.02 0.01 0.293
H -2.168309 -0.381021 0.199065 0.75 0.15 0.16 0.355
H -1.242474 1.843060 0.611180 0.87 0.29 0.25 0.059
H -0.784794 0.991161 -1.728766 -0.16 -0.60 0.18 0.366
H -0.921170 2.681744 -1.671955 -0.25 0.32 -0.08 0.265
H -2.326216 1.751946 -2.230375 -0.07 -0.04 -0.11 0.235
C 5.050100 1.102125 4.259448 -0.50 -1.19 0.35 -0.538
O 5.945269 0.756143 5.334299 -0.10 -0.69 -1.84 -0.362
C 7.182110 0.319860 4.708306 1.22 0.60 1.66 -0.558
C 7.776805 -0.974688 5.317652 -1.44 1.27 0.18 -0.749
N 6.967695 -2.145353 5.012285 0.40 -0.46 0.05 -0.405
C 7.140131 -2.559351 3.643914 0.41 1.24 -0.47 -0.354
C 5.901821 -3.164846 3.072572 0.09 -0.88 -0.29 -0.895
O 4.760421 -2.285708 3.074657 0.22 -0.10 0.19 -0.193
C 3.548313 -2.908221 2.595909 1.35 -1.37 0.50 -0.828
H 5.437378 1.886993 3.609766 -0.05 0.28 0.23 0.298
H 4.042026 1.286292 4.630879 0.29 0.68 0.42 0.278
H 4.875595 0.210223 3.657654 0.30 -0.12 -0.36 0.148
H 7.851344 1.117133 5.031715 0.58 0.13 -0.50 0.392
H 7.194455 0.270516 3.619500 -0.62 0.10 0.02 0.399
H 7.875264 -0.746592 6.378966 -0.39 -0.53 0.30 0.345
H 8.816915 -1.077703 5.008359 -0.10 -0.29 -0.49 0.364
H 5.969625 -2.009103 5.085729 -0.01 0.73 0.73 0.325
H 8.013304 -3.206100 3.558013 -0.22 -0.54 -0.14 0.398
H 7.370117 -1.737508 2.965844 0.22 0.61 0.01 0.225
H 5.810801 -4.084680 3.650263 -1.17 -0.24 0.12 0.409
H 6.205649 -3.472571 2.072026 -0.52 -0.02 -0.43 0.389
H 3.666842 -3.168955 1.544212 -0.27 0.35 -0.22 0.321
H 2.608696 -2.404397 2.822584 0.59 0.72 -0.09 0.263
H 3.491375 -3.862283 3.119977 -0.26 -0.29 0.05 0.325
C 13.226247 4.332596 2.969574 -1.53 0.54 -0.34 -0.671
O 13.061432 4.797790 1.634756 2.72 -1.47 -0.60 -0.385
C 12.007108 5.624553 1.316647 0.17 0.54 1.58 -0.260
C 11.667381 5.567004 -0.139830 -1.30 -0.52 -0.58 -0.703
N 10.659804 6.536054 -0.558902 -0.49 -0.04 -0.82 -0.341
C 9.364459 6.622425 0.161403 0.66 -0.11 0.42 -0.580
C 8.305995 5.510924 -0.141093 0.76 0.35 0.13 -0.464
O 6.974326 5.910460 0.218512 0.44 -1.44 -1.03 -0.355
C 6.000685 4.914980 -0.238095 -0.30 1.84 0.37 -0.739
H 14.094846 3.703855 3.165334 0.03 0.01 -0.90 0.254
H 12.306888 3.768501 3.126707 0.04 -0.29 0.85 0.298
H 13.295079 5.150510 3.686764 -0.17 0.27 0.06 0.277
H 12.286985 6.625294 1.645736 -0.24 0.61 -0.15 0.269
H 11.164744 5.319601 1.937553 -0.56 0.07 -0.07 0.317
H 11.230513 4.585573 -0.324353 0.08 -0.29 -0.04 0.223
H 12.505422 5.622359 -0.834623 0.26 0.26 0.39 0.380
H 11.069676 7.455289 -0.643079 -0.14 0.00 0.06 0.263
H 8.951938 7.603948 -0.072161 -0.23 -0.15 -0.14 0.407
H 9.659068 6.662458 1.210071 -0.87 -0.14 0.46 0.291
H 8.538787 4.579637 0.375264 0.17 -0.08 0.43 0.300
H 8.424689 5.239762 -1.190139 -0.40 0.32 -0.43 0.341
H 6.172908 3.875959 0.042830 0.36 0.15 0.39 0.286
H 5.808669 4.953061 -1.310372 0.61 0.07 -0.30 0.316
H 5.078510 5.316237 0.182249 -0.09 -0.52 0.28 0.276
C -8.965404 1.241976 1.740382 -0.39 -1.78 0.97 -0.798
O -9.288657 2.343686 1.028350 -0.15 1.28 -1.35 -0.287
C -8.631400 3.478375 1.510237 -0.65 -0.30 0.62 -0.677
C -9.046656 4.569130 0.588004 0.43 0.50 0.21 -0.670
N -8.348779 4.477432 -0.717102 -0.70 0.92 0.69 -0.283
C -8.788592 5.626589 -1.499453 1.50 0.50 -0.98 -0.880
C -7.873394 5.884897 -2.728894 -0.73 -0.20 0.26 -0.556
O -6.509458 6.170034 -2.407938 0.43 -0.79 1.46 -0.279
C -5.710370 6.348429 -3.567404 -0.82 0.86 -1.14 -0.775
H -9.613356 0.458534 1.347360 0.59 -0.46 -0.04 0.246
H -9.252398 1.339287 2.787415 -0.01 0.17 0.44 0.318
H -7.894413 1.040111 1.722050 0.10 -0.43 -0.24 0.329
H -7.563602 3.302344 1.640332 0.37 0.13 -0.56 0.382
H -8.989087 3.630733 2.528553 -0.21 0.50 0.29 0.423
H -8.901300 5.541908 1.057760 0.53 0.16 -0.14 0.526
H -10.130680 4.521233 0.484588 -0.23 -0.23 -0.19 0.295
H -8.815400 3.710188 -1.179372 0.58 -0.78 -0.04 0.238
H -8.763039 6.520210 -0.875846 -0.10 0.09 0.06 0.421
H -9.803792 5.482820 -1.869349 -0.17 0.26 -0.14 0.392
H -8.289368 6.740227 -3.261326 0.01 0.13 -0.19 0.422
H -7.896524 5.020884 -3.393001 0.00 -0.14 -0.07 0.407
H -6.098999 7.252994 -4.035202 0.51 0.51 -0.05 0.327
H -5.899823 5.623648 -4.359181 0.10 -0.73 0.43 0.296
H -4.639605 6.423797 -3.377999 -0.28 -0.07 0.42 0.282
C -2.129492 -5.030006 6.001181 1.14 -1.33 0.01 -0.776
O -2.613469 -6.347281 5.688189 -0.47 0.80 -0.27 -0.224
C -2.132682 -7.379639 6.553058 -1.25 0.68 -0.56 -0.649
C -2.874120 -8.650143 6.167737 0.65 -0.44 -0.24 -0.729
N -2.255634 -9.249492 4.964702 0.70 1.65 0.85 -0.357
C -2.883166 -10.408924 4.460439 0.66 -0.70 -1.07 -0.591
C -2.285233 -10.875275 3.097306 -0.97 1.09 0.19 -0.682
O -2.814534 -9.993504 2.074708 -0.64 -0.46 0.31 -0.238
C -2.130198 -9.981879 0.804731 0.06 -0.13 2.06 -0.789
H -2.300912 -4.789848 7.050484 -0.12 0.09 0.08 0.288
H -2.472245 -4.218954 5.358661 -0.65 -0.56 -0.14 0.238
H -1.058066 -5.107864 5.816552 0.39 0.49 0.32 0.322
H -2.387066 -7.110349 7.578174 0.08 0.02 0.27 0.458
H -1.054386 -7.509970 6.461494 0.14 -0.06 -0.05 0.336
H -3.942241 -8.515993 5.996804 -0.22 0.62 0.08 0.371
H -2.827982 -9.272528 7.061391 0.33 -0.67 -0.24 0.417
H -2.331325 -8.531341 4.258563 0.18 0.26 -0.21 0.225
H -3.935158 -10.227007 4.240707 -0.52 -0.43 0.24 0.342
H -2.701547 -11.179483 5.209680 -0.50 -0.41 -0.16 0.392
H -2.675735 -11.887899 2.996336 0.25 -0.23 -0.59 0.373
H -1.197141 -10.832137 3.049125 0.12 -0.18 0.31 0.399
H -1.883786 -11.006639 0.526773 0.05 0.06 -0.39 0.359
H -1.238957 -9.406966 1.056284 0.42 0.01 -0.95 0.346
H -2.771277 -9.484847 0.076677 0.14 -0.11 0.08 0.184
C 6.680358 -0.392591 -5.387940 -0.30 -0.45 0.24 -1.089
C 6.666731 0.050702 -3.943620 -0.89 -0.39 0.76 0.510
C 5.826622 -0.836574 -3.023507 0.44 -0.21 -0.08 -1.332
O 7.979251 0.023106 -3.393656 0.14 0.07 0.01 -0.565
H 7.511836 0.138973 -5.850718 -0.23 -0.29 -0.57 0.296
H 5.724197 -0.275034 -5.897900 0.02 0.77 -0.03 0.339
H 6.771956 -1.477916 -5.430039 0.79 -0.06 0.01 0.280
H 6.241531 1.050008 -3.850302 0.14 0.34 -0.15 0.237
H 6.025601 -0.541625 -1.993209 -0.32 0.15 0.00 0.296
H 6.159347 -1.872295 -3.091820 0.06 -0.11 -0.16 0.336
H 4.761268 -0.815737 -3.253040 0.03 0.18 0.03 0.371
H 8.443859 0.814777 -3.674692 0.11 0.01 -0.06 0.323
C -0.850498 6.586431 6.301090 -0.63 -1.75 -1.18 -1.206
C -1.339869 5.486827 5.298465 0.43 -0.19 1.01 0.414
C -2.349770 4.461202 5.848810 1.05 0.08 0.44 -1.200
O -1.882863 6.189121 4.219362 -0.50 0.43 -0.78 -0.556
H -0.046229 7.136781 5.812854 -0.16 0.18 0.19 0.283
H -0.488207 6.087797 7.200091 -0.12 0.35 0.16 0.353
H -1.749206 7.186968 6.441794 0.33 0.33 0.46 0.337
H -0.508428 4.899899 4.908161 0.47 0.00 0.26 0.278
H -1.896721 3.873945 6.647538 0.17 0.27 0.42 0.326
H -2.500988 3.671827 5.112520 -0.68 0.38 -0.36 0.360
H -3.240227 4.944895 6.250358 -0.19 -0.19 -0.35 0.294
H -1.976023 5.546958 3.511861 -0.18 0.07 -0.35 0.315
C -3.640203 -5.621496 1.235209 -0.16 0.23 -0.48 -1.053
C -5.153269 -5.794005 1.155510 -0.38 -0.26 0.65 0.808
C -5.926360 -4.676036 0.513060 0.00 0.62 -0.26 -1.355
O -5.485718 -7.041901 0.539108 0.22 0.29 -0.32 -0.547
H -3.375842 -4.724990 1.796005 0.00 -0.28 0.44 0.323
H -3.124689 -5.488556 0.284058 -0.37 -0.11 -0.40 0.328
H -3.249700 -6.544346 1.664115 0.31 0.23 0.45 0.130
H -5.513549 -5.872467 2.181245 0.09 0.09 0.38 0.054
H -5.764273 -4.700083 -0.564554 0.01 0.28 -0.03 0.321
H -5.628409 -3.720534 0.944737 0.53 0.10 -0.25 0.351
H -6.997769 -4.639540 0.710203 -0.10 -0.80 -0.06 0.340
H -4.714892 -7.591467 0.698551 -0.14 -0.43 -0.07 0.286
C 0.237622 -4.648955 -6.787663 -0.07 1.45 0.04 -1.084
C -0.453861 -4.289471 -5.435191 0.95 -0.53 -0.43 0.265
C -1.493185 -3.169829 -5.438947 0.15 0.18 -0.39 -1.139
O -1.011819 -5.547565 -5.084906 -0.78 0.30 0.74 -0.527
H 0.914199 -5.503217 -6.763543 -0.09 0.07 0.65 0.310
H 0.797496 -3.809649 -7.200204 0.02 0.14 -0.12 0.324
H -0.531137 -4.916439 -7.512625 -0.20 0.12 -0.08 0.293
H 0.255252 -4.007806 -4.656785 0.35 -0.37 -0.09 0.268
H -2.307891 -3.408749 -6.122523 -0.10 0.13 -0.16 0.307
H -1.048260 -2.213774 -5.714800 0.14 -0.07 -0.47 0.291
H -1.924138 -2.930406 -4.466806 0.06 -0.65 0.21 0.331
H -1.725318 -5.581468 -5.726283 -0.43 -0.76 0.12 0.361
C -0.319800 1.940190 -8.945257 0.23 0.85 0.60 -1.194
C -0.476107 3.114877 -7.951768 1.39 -1.45 -0.43 0.465
C 0.808330 3.207679 -7.088396 -1.06 0.28 0.10 -1.288
O -0.626148 4.282966 -8.721988 0.43 1.12 0.13 -0.559
H 0.505622 2.239956 -9.590964 -0.30 0.15 -0.45 0.327
H -1.271749 1.880103 -9.472771 0.25 -0.67 -0.32 0.326
H 0.062893 1.019979 -8.503819 -0.74 -0.20 0.22 0.333
H -1.345227 3.007028 -7.302839 -0.01 -0.25 0.18 0.250
H 0.951332 2.300699 -6.500989 -0.41 -0.03 0.14 0.377
H 0.626540 4.043198 -6.412415 0.59 0.05 0.12 0.304
H 1.747466 3.300910 -7.633753 -0.28 0.45 -0.38 0.342
H -1.409950 4.261218 -9.275864 -0.08 -0.30 0.10 0.315
C -8.597168 -0.819077 -5.244780 1.81 -0.37 0.58 -1.275
C -8.117374 0.206575 -4.160842 -0.81 0.42 -1.54 0.511
C -6.834526 0.945286 -4.519802 -0.11 -0.97 0.55 -1.255
O -9.122253 1.219606 -4.154198 -0.34 0.67 0.54 -0.559
H -9.440389 -1.438783 -4.939767 -0.33 0.48 -0.05 0.386
H -7.821847 -1.551086 -5.470946 0.33 -0.20 0.37 0.359
H -8.692086 -0.346598 -6.222461 -0.65 0.39 0.27 0.326
H -7.982867 -0.192116 -3.155326 -0.23 -0.46 -0.03 0.208
H -6.639494 1.740123 -3.799871 -0.24 0.17 -0.12 0.278
H -6.867798 1.323344 -5.541602 0.21 -0.07 0.07 0.342
H -6.049838 0.213745 -4.326894 0.42 0.13 -0.60 0.372
H -9.988117 0.816798 -4.056089 -0.05 -0.11 0.02 0.305
```
Forces are in eV/Å.